93
Properties=species:S:1:pos:R:3:forces:R:3:lowdin_spin:R:1 method="wB97M-V/def2-TZVPD" multiplicity=6 de_lowest_kcal_mol=11.00 e_tot_ev=-260474.542
Mn -0.1081 -0.1679 0.2066 0.438 -0.255 0.255 4.6754
O 4.3427 -1.5359 5.4075 -0.014 0.168 0.053 0.0005
C 4.4705 -2.0645 4.2928 -0.265 -0.342 0.080 0.0004
O 5.3237 -2.8366 3.8328 0.127 0.085 -0.164 0.0005
C 3.2953 -1.7637 3.3152 0.091 0.125 -0.066 0.0047
C 3.3917 -2.0624 1.9618 -0.098 -0.015 0.047 0.0001
C 2.3324 -1.7540 1.1221 0.060 -0.007 -0.005 0.0071
N 1.2057 -1.2168 1.5928 0.116 -0.078 0.103 0.0280
C 1.0836 -0.9700 2.8998 -0.231 0.114 0.066 0.0080
C 2.1162 -1.2005 3.7907 0.027 -0.039 -0.166 0.0003
C -0.2755 -0.4890 3.3057 0.154 -0.188 -0.087 0.0050
C -0.6118 -0.2216 4.6277 -0.162 0.027 -0.125 0.0007
C -1.9204 0.1260 4.9189 -0.022 0.002 -0.028 0.0018
C -2.8610 0.1737 3.8997 0.028 -0.002 -0.045 0.0010
C -2.4394 -0.0973 2.6089 0.096 0.069 0.145 0.0055
N -1.1786 -0.3986 2.3149 0.183 0.104 0.103 0.0309
C 2.3411 -2.0120 -0.3497 -0.046 -0.051 0.096 0.0043
C 3.5024 -2.3499 -1.0345 -0.094 0.012 -0.051 0.0009
C 3.4293 -2.5783 -2.3978 -0.012 0.024 -0.024 0.0018
C 2.2057 -2.4732 -3.0404 0.011 0.003 0.034 0.0011
C 1.1003 -2.1220 -2.2842 0.063 0.014 0.001 0.0052
N 1.1600 -1.8909 -0.9774 0.150 0.098 0.147 0.0280
H 4.2960 -2.5436 1.6163 0.028 0.003 0.045 0.0001
H 2.0615 -0.9730 4.8458 0.031 -0.012 0.025 0.0001
H 0.1243 -0.2951 5.4127 0.058 -0.001 -0.003 0.0001
H -2.2056 0.3436 5.9396 -0.019 0.004 0.011 0.0001
H -3.8936 0.4274 4.0894 -0.022 -0.002 0.029 0.0001
H -3.1297 -0.0605 1.7742 -0.023 0.033 -0.010 0.0005
H 4.4481 -2.4111 -0.5184 0.012 0.007 0.042 0.0001
H 4.3239 -2.8230 -2.9546 0.007 -0.010 -0.012 0.0001
H 2.1093 -2.6400 -4.1032 0.002 -0.010 -0.027 0.0001
H 0.1234 -2.0120 -2.7444 -0.009 0.017 -0.009 0.0004
S -4.6869 -5.8530 -0.3238 -0.034 -0.079 -0.007 0.0001
C -4.1036 -7.1949 0.5524 0.059 -0.035 0.065 -0.0001
C -2.9128 -6.9285 1.1558 -0.078 -0.026 -0.045 0.0000
C -2.4626 -5.6102 0.8999 -0.064 -0.024 -0.038 -0.0001
C -3.3222 -4.9020 0.1061 0.066 0.169 -0.007 0.0003
C -3.1821 -3.5206 -0.3639 0.114 -0.049 0.091 0.0011
C -2.0465 -2.7658 0.0043 -0.061 0.075 -0.032 0.0068
N -1.8531 -1.5285 -0.3811 0.025 -0.010 -0.103 0.0325
C -2.7609 -0.9302 -1.1713 0.043 0.368 -0.112 0.0046
C -3.9229 -1.5747 -1.5909 -0.159 -0.103 -0.045 0.0008
C -4.8530 -0.8653 -2.4299 0.053 0.010 0.033 -0.0007
C -4.6089 0.4050 -2.8158 0.036 -0.026 0.031 0.0000
C -3.4133 1.0917 -2.4053 -0.044 0.136 -0.095 0.0004
C -3.1076 2.4112 -2.7868 -0.112 -0.265 0.047 0.0048
C -1.9400 3.0029 -2.3662 0.093 0.140 0.015 0.0006
C -1.0813 2.2376 -1.5501 0.145 -0.019 0.051 0.0094
N -1.3553 1.0115 -1.1776 -0.071 -0.025 -0.042 0.0292
C -2.4958 0.4319 -1.5901 -0.243 -0.359 0.033 0.0062
C -1.5727 4.3782 -2.7138 0.019 -0.165 0.065 0.0003
C -0.4906 5.0895 -2.2756 -0.045 0.001 -0.024 -0.0005
C -0.4435 6.4002 -2.8103 -0.049 0.037 -0.047 0.0000
C -1.4892 6.6584 -3.6420 0.051 0.013 0.028 -0.0005
S -2.5355 5.3174 -3.7844 0.019 0.073 -0.023 0.0000
C -4.1158 -2.8996 -1.1631 -0.038 0.193 -0.102 0.0021
H -4.6688 -8.1103 0.5787 -0.033 -0.044 0.000 0.0000
H -2.3743 -7.6422 1.7580 0.017 -0.045 0.029 0.0000
H -1.5378 -5.2164 1.2911 0.041 0.018 0.017 0.0000
H -1.2725 -3.1825 0.6361 0.018 -0.040 0.019 0.0009
H -5.7543 -1.3722 -2.7476 -0.025 -0.023 -0.007 0.0000
H -5.3121 0.9301 -3.4481 -0.028 0.023 -0.022 0.0001
H -3.8096 2.9460 -3.4143 -0.020 0.046 -0.018 0.0002
H -0.1346 2.6160 -1.1802 -0.061 0.050 -0.044 0.0006
H 0.2474 4.6983 -1.5926 0.038 -0.009 0.031 0.0000
H 0.3322 7.1147 -2.5855 0.027 0.039 0.002 0.0000
H -1.6990 7.5661 -4.1798 -0.015 0.057 -0.037 0.0000
H -5.0129 -3.4193 -1.4772 -0.016 -0.040 0.000 0.0001
Br -2.8267 3.1435 1.3284 -0.036 0.022 0.062 0.0008
C -1.1439 3.1745 2.2438 -0.187 0.102 -0.021 0.0011
C -1.0148 3.9962 3.3512 0.024 -0.026 -0.002 0.0004
C 0.2285 4.0227 3.9602 0.081 -0.057 -0.032 0.0000
C 1.2599 3.2554 3.4341 -0.057 0.050 0.035 0.0002
C 1.0108 2.4747 2.3191 -0.044 -0.041 0.065 0.0011
N -0.1972 2.4281 1.7378 0.126 -0.173 -0.244 0.0127
H -1.8457 4.5850 3.7073 -0.025 0.011 0.010 0.0001
H 0.3922 4.6425 4.8312 -0.002 0.019 0.025 0.0000
H 2.2463 3.2576 3.8732 0.041 -0.004 0.028 0.0000
H 1.7869 1.8663 1.8656 0.051 0.003 0.001 0.0002
Br 5.8590 1.0141 -5.7328 0.016 -0.002 -0.038 0.0001
C 4.9057 1.0721 -4.0959 0.030 0.012 0.093 0.0002
C 3.5224 1.1218 -4.1192 0.051 0.001 -0.080 0.0000
C 2.8343 1.1448 -2.9167 -0.081 -0.028 0.032 0.0003
C 3.5161 1.1283 -1.7079 0.037 -0.101 0.050 0.0014
C 4.9064 1.0986 -1.7084 -0.056 -0.021 0.038 0.0005
C 5.6100 1.0637 -2.8998 -0.012 0.003 -0.109 0.0001
C 2.7724 1.0803 -0.3895 0.054 0.177 -0.104 0.0093
O 3.4038 1.1717 0.6574 0.037 -0.083 0.098 0.0078
O 1.5019 0.9458 -0.4911 -0.387 0.182 -0.108 0.0510
H 2.9973 1.1352 -5.0646 -0.011 0.002 0.005 0.0000
H 1.7522 1.1631 -2.9062 -0.009 -0.013 0.007 0.0000
H 5.4211 1.0873 -0.7573 0.011 0.002 0.027 0.0000
H 6.6902 1.0286 -2.9060 0.016 0.001 -0.002 0.0000

---

103
Properties=species:S:1:pos:R:3:forces:R:3:mulliken_charge:R:1 method="wB97M-V/def2-TZVPD" de_lowest_kcal_mol=37.49 e_tot_ev=-211286.455 charge=-2
Ba 0.3374 -0.5442 -0.3999 1.972 4.530 -1.763 1.9072
Cl -3.1438 -6.5083 3.0114 -0.132 -0.326 0.174 -0.2945
C -2.6114 -5.0585 2.2138 0.166 -0.062 -0.105 0.2037
C -3.4160 -3.9150 2.2655 0.214 -0.025 -0.073 -0.5867
C -2.9762 -2.7644 1.6800 0.096 0.215 -0.211 -0.3894
C -1.7136 -2.6682 1.0127 -0.544 -1.556 0.619 0.0126
O -1.2713 -1.5618 0.6162 -2.145 -0.945 1.471 -0.2328
C -0.9785 -3.9011 0.8608 -0.772 0.465 0.522 0.7784
C 0.1706 -4.0514 0.0418 0.698 -0.154 -0.482 -1.2917
N 0.6484 -3.2102 -0.8102 -0.886 0.182 0.735 1.2186
C 1.6522 -3.5937 -1.6543 0.738 -1.169 -0.738 -0.2039
C 1.7295 -4.8870 -2.1620 -0.288 0.546 0.357 -0.3873
C 2.7763 -5.2968 -2.9806 0.595 -0.006 -0.234 -0.9865
C 3.7843 -4.4345 -3.3211 -0.213 -0.240 -0.052 -0.8706
C 3.7318 -3.0992 -2.8772 -0.252 0.125 0.238 1.1626
C 4.7425 -2.1653 -3.1828 0.011 0.302 0.238 -0.8911
C 4.6796 -0.9061 -2.6504 0.195 -0.335 -0.337 -1.0996
C 3.5649 -0.5628 -1.8738 -0.149 0.025 0.128 -0.8095
N 2.5813 -1.3855 -1.6174 0.482 0.029 -0.050 0.9639
C 2.6533 -2.6530 -2.0557 0.385 -0.736 -0.502 -0.5068
C -1.4299 -5.0575 1.5261 -0.102 0.118 -0.047 -1.1690
H -4.3662 -3.9530 2.7777 -0.054 0.019 0.045 0.4081
H -3.5761 -1.8669 1.7068 -0.006 0.114 0.082 0.4678
H 0.6665 -5.0284 0.1534 -0.005 0.088 -0.068 0.4074
H 0.9519 -5.5990 -1.9230 -0.105 0.067 0.009 0.5875
H 2.7982 -6.3219 -3.3221 0.015 -0.078 -0.090 0.3896
H 4.6201 -4.7632 -3.9250 0.016 0.024 -0.065 0.3991
H 5.5733 -2.4648 -3.8105 0.012 -0.034 -0.010 0.3986
H 5.4585 -0.1814 -2.8312 0.025 0.090 0.002 0.4623
H 3.4904 0.4193 -1.4335 -0.055 0.253 0.023 0.5407
H -0.8368 -5.9613 1.4657 -0.008 -0.059 0.005 0.4053
Br -5.6757 4.4745 -0.4398 0.054 -0.035 0.036 -0.1878
C -4.0205 3.5425 -0.3176 0.056 0.094 -0.005 -0.0453
C -3.7669 2.7238 0.7649 -0.044 0.053 -0.023 -0.5740
C -2.5453 2.0612 0.7921 -0.344 -0.007 0.157 -0.1114
N -1.6390 2.1880 -0.1601 0.572 -0.466 -0.053 0.2561
C -1.9012 2.9819 -1.1830 -0.125 0.218 -0.211 -0.5121
C -3.0825 3.6956 -1.3205 -0.043 0.040 0.145 -0.3352
H -4.4859 2.5982 1.5597 -0.030 -0.040 0.050 0.5197
H -2.2997 1.4010 1.6139 -0.006 -0.005 0.102 0.0957
H -1.1305 3.0534 -1.9369 0.064 0.027 -0.151 0.3423
H -3.2669 4.3290 -2.1749 0.022 -0.042 -0.016 0.4628
N 1.0821 -0.8056 3.3752 -0.200 0.025 -0.240 0.0786
C 2.0619 -0.9138 2.4932 0.529 -0.131 1.179 -0.2614
O 1.8973 -1.0588 1.2946 0.836 -0.834 0.672 -0.0886
C 3.4470 -0.9127 3.1025 0.177 0.036 -0.113 -1.1817
I 4.8863 -1.3886 1.6143 0.175 0.011 0.165 -0.0493
H 0.1266 -0.7009 3.0433 0.028 -0.095 0.127 -0.0685
H 1.2049 -0.5811 4.3589 0.078 -0.075 -0.132 0.0701
H 3.5186 -1.6552 3.8918 0.039 -0.003 0.007 0.5321
H 3.6836 0.0695 3.5007 0.025 0.086 -0.052 0.4535
O 0.3919 0.5923 8.3373 -0.193 0.152 -0.296 -0.7101
S 0.8187 1.0441 7.0304 0.333 0.039 0.548 1.1638
O 2.2502 1.1105 6.8542 -0.183 0.142 -0.283 -0.6747
N 0.1163 0.1682 5.8362 0.335 0.245 0.766 -0.8636
C -0.7881 0.8827 5.2049 -0.512 -0.375 -0.397 0.7389
S -1.8290 0.2954 4.0444 -0.398 -0.281 -0.361 -0.4452
C -0.8570 2.3029 5.5944 0.186 0.852 0.325 0.4113
C -1.6161 3.3067 5.0146 0.057 -0.106 0.090 -0.5305
C -1.4810 4.5960 5.5015 -0.082 0.114 -0.015 -0.6656
C -0.6274 4.8801 6.5597 0.112 -0.103 0.074 -0.3697
C 0.1343 3.8725 7.1410 0.143 0.140 0.203 -0.6861
C 0.0120 2.6033 6.6310 -0.075 -0.797 -0.358 -0.0276
H -2.2806 3.0676 4.1980 -0.011 -0.018 -0.073 0.4421
H -2.0402 5.4005 5.0446 -0.065 0.040 -0.023 0.3906
H -0.5419 5.8944 6.9251 0.013 0.045 0.011 0.3725
H 0.8123 4.0777 7.9564 0.058 0.053 0.055 0.4212
C 0.4825 -3.4574 -5.6598 0.128 -0.060 -0.157 -0.4168
C 0.6006 -2.0773 -5.6540 0.190 0.039 -0.209 -0.7640
C -0.1410 -1.3177 -4.7699 0.054 0.181 -0.076 -0.4467
C -1.0352 -1.8995 -3.8758 -0.466 0.315 0.139 0.4368
C -1.1524 -3.2864 -3.9150 -0.040 -0.219 0.063 -0.2613
C -0.4069 -4.0575 -4.7860 0.059 -0.180 -0.057 -0.4803
Si -1.8223 -0.9482 -2.4186 -1.133 0.023 -0.894 0.4478
C -3.1192 0.3421 -2.9787 0.233 -0.378 -0.302 0.4353
C -4.2973 0.4528 -2.2407 -0.036 -0.008 0.128 -0.1500
C -5.2566 1.4034 -2.5281 -0.181 0.065 -0.017 -0.6312
C -5.0609 2.2964 -3.5702 -0.082 0.141 -0.123 -0.6254
C -3.8881 2.2229 -4.3035 -0.048 0.136 -0.168 -0.6374
C -2.9370 1.2619 -4.0070 0.059 0.049 -0.113 -0.3346
H 1.0886 -4.0538 -6.3299 0.001 -0.042 -0.041 0.3779
H 1.2903 -1.5966 -6.3356 0.070 0.061 -0.048 0.3673
H -0.0083 -0.2424 -4.7588 0.073 0.109 -0.009 0.2302
H -1.8321 -3.7649 -3.2233 -0.106 -0.098 0.047 0.2958
H -0.5109 -5.1338 -4.7860 -0.022 -0.146 0.034 0.3860
H -2.8218 -1.9875 -2.0021 -0.067 -0.239 0.119 -0.4692
H -4.4505 -0.2292 -1.4166 -0.118 -0.151 0.122 0.4073
H -6.1693 1.4541 -1.9484 -0.042 0.000 0.106 0.4257
H -5.8044 3.0500 -3.8002 -0.031 0.008 0.015 0.3574
H -3.7143 2.9225 -5.1127 0.007 0.035 -0.063 0.3729
H -2.0307 1.2195 -4.5960 0.132 0.034 -0.122 0.2144
F 4.8368 6.1451 -1.9341 -0.149 -0.125 0.238 -0.3376
C 4.1896 5.2768 -1.1167 -0.134 -0.066 0.025 0.4824
C 3.4346 4.2408 -1.6569 0.190 0.294 -0.193 -0.0147
F 3.3372 4.1362 -3.0031 0.044 -0.010 0.270 -0.3316
C 2.7895 3.3420 -0.8366 -0.116 -0.102 0.517 -0.5005
F 2.0534 2.3661 -1.4341 0.233 0.247 0.111 -0.1378
C 2.8621 3.3930 0.5785 0.551 0.821 -0.720 0.2695
S 2.1452 2.2667 1.6011 -0.585 -0.802 0.468 0.0497
C 3.6058 4.4956 1.0792 -0.245 -0.373 0.017 0.0246
F 3.7056 4.6631 2.4130 0.048 0.044 -0.366 -0.3305
C 4.2444 5.4081 0.2698 0.154 0.185 -0.321 0.2565
F 4.9333 6.4416 0.8094 -0.109 -0.257 -0.155 -0.3246

---

89
Properties=species:S:1:pos:R:3:forces:R:3:lowdin_spin:R:1 method="wB97M-V/def2-TZVPD" multiplicity=6 e_tot_ev=-61845.682 charge=+1
Ru 0.0081 0.0815 -0.1170 0.078 -0.266 -0.278 2.4767
C -5.4209 4.7380 -3.0394 0.025 -0.025 0.025 0.0206
C -5.2564 4.4767 -1.6860 -0.036 0.029 0.037 -0.0013
C -4.2875 3.5856 -1.2593 0.120 0.000 -0.071 0.0235
C -3.4543 2.9438 -2.1826 -0.142 0.151 -0.057 0.0210
C -3.6332 3.2108 -3.5409 0.010 -0.197 0.022 0.0207
C -4.6048 4.1028 -3.9638 -0.055 0.045 -0.046 -0.0005
C -2.3959 2.0418 -1.6861 0.279 -0.046 0.005 0.2215
C -2.8104 0.9918 -0.7989 -0.356 -0.151 -0.034 0.0723
C -4.1327 0.5591 -0.6787 0.136 0.128 -0.081 0.0948
C -4.1420 -0.4539 0.2728 0.226 -0.157 0.135 0.0972
C -2.8243 -0.6127 0.7127 -0.399 0.024 -0.146 0.0705
N -1.9955 0.2425 0.0199 -0.185 0.106 0.116 0.0584
C -2.4265 -1.5444 1.7297 0.217 0.029 -0.108 0.2192
C -1.1082 -1.8799 2.0022 -0.202 0.068 0.094 0.0183
C -0.6929 -2.7924 3.0292 0.121 -0.013 0.056 0.0000
C 0.6600 -2.7965 3.0392 -0.129 -0.071 0.008 0.0004
C 1.0966 -1.8833 2.0226 0.152 0.016 0.165 0.0173
C 2.4240 -1.5543 1.7956 -0.162 0.169 -0.115 0.2138
C 3.4742 -2.1496 2.6539 0.210 -0.047 0.044 0.0211
C 3.6933 -3.5255 2.6967 0.016 0.038 -0.156 0.0164
C 4.7206 -4.0531 3.4637 -0.001 -0.076 0.002 -0.0002
C 5.5366 -3.2182 4.2111 -0.005 0.029 0.011 0.0138
C 5.3128 -1.8478 4.1965 0.011 -0.024 -0.002 -0.0008
C 4.2948 -1.3184 3.4228 -0.136 0.002 -0.049 0.0176
C 2.8517 -0.6132 0.8023 0.378 -0.051 -0.140 0.0681
N 2.0236 0.1621 0.0175 0.101 0.187 0.106 0.0582
C 2.8507 0.9672 -0.7329 0.382 -0.117 0.002 0.0790
C 2.4395 2.0224 -1.6155 -0.231 0.026 0.001 0.2308
C 3.4803 3.0236 -1.9605 0.161 0.083 0.100 0.0224
C 3.8918 3.3032 -3.2599 -0.028 -0.215 -0.001 0.0161
C 4.8658 4.2626 -3.4944 0.059 0.052 -0.072 0.0003
C 5.4292 4.9635 -2.4401 -0.019 0.026 0.062 0.0136
C 5.0107 4.7074 -1.1408 0.004 -0.013 0.012 -0.0001
C 4.0527 3.7389 -0.9014 -0.105 -0.059 -0.140 0.0190
C 1.1314 2.2576 -2.0058 0.189 0.107 0.082 0.0165
C 0.7294 3.3426 -2.8553 -0.095 -0.012 0.006 0.0010
C -0.6219 3.3640 -2.8641 0.089 -0.029 -0.034 -0.0004
C -1.0724 2.2834 -2.0291 -0.168 0.100 0.096 0.0172
N 0.0171 1.6061 -1.5309 0.020 -0.215 0.130 0.1513
C 4.1871 0.6436 -0.4887 -0.203 0.108 -0.152 0.0957
C 4.1892 -0.3584 0.4725 -0.281 -0.211 0.159 0.1049
N 0.0009 -1.3374 1.3952 0.019 0.065 -0.206 0.1473
C -3.5073 -2.1234 2.5560 -0.174 -0.050 0.072 0.0211
C -4.3782 -1.2676 3.2399 0.141 -0.053 -0.015 0.0213
C -5.3934 -1.7773 4.0302 -0.003 -0.002 0.006 -0.0011
C -5.5652 -3.1502 4.1447 -0.026 0.036 -0.029 0.0180
C -4.7107 -4.0077 3.4686 -0.022 -0.058 0.025 -0.0003
C -3.6887 -3.5006 2.6814 -0.033 0.027 -0.145 0.0190
H -6.1865 5.4266 -3.3705 0.022 0.021 -0.006 0.0012
H -5.8804 4.9737 -0.9548 -0.012 0.000 -0.020 -0.0003
H -4.1505 3.4020 -0.2018 -0.011 -0.027 0.013 0.0002
H -3.0349 2.6804 -4.2714 0.059 0.051 0.001 0.0004
H -4.7252 4.3042 -5.0201 -0.027 -0.051 -0.001 -0.0003
H -4.9736 0.9368 -1.2349 0.008 0.033 0.007 0.0028
H -4.9871 -1.0385 0.5913 -0.028 0.031 0.082 0.0030
H -1.3528 -3.3452 3.6747 0.007 0.038 0.024 0.0003
H 1.3119 -3.3628 3.6819 -0.029 0.060 0.055 0.0003
H 3.0800 -4.1854 2.0945 -0.018 0.006 0.005 0.0004
H 4.8876 -5.1223 3.4648 0.013 0.006 0.017 -0.0002
H 6.3446 -3.6316 4.7995 -0.013 -0.003 0.012 0.0008
H 5.9370 -1.1847 4.7807 -0.003 -0.023 0.024 -0.0001
H 4.1189 -0.2506 3.4221 0.018 0.024 -0.051 0.0001
H 3.4741 2.7409 -4.0865 -0.020 0.022 -0.006 0.0005
H 5.1914 4.4621 -4.5069 -0.012 -0.028 -0.005 -0.0001
H 6.1915 5.7087 -2.6239 -0.014 0.003 -0.031 0.0008
H 5.4310 5.2588 -0.3100 0.019 0.006 -0.022 -0.0001
H 3.7171 3.5379 0.1077 0.050 -0.004 0.034 0.0001
H 1.4065 4.0061 -3.3643 -0.041 0.068 0.042 0.0004
H -1.2592 4.0618 -3.3767 -0.015 0.036 0.024 0.0003
H 5.0414 1.0858 -0.9716 -0.002 0.045 0.010 0.0028
H 5.0451 -0.8689 0.8756 0.038 0.009 0.086 0.0037
H -4.2377 -0.1976 3.1639 -0.015 0.025 -0.031 0.0001
H -6.0515 -1.0980 4.5557 -0.004 -0.019 0.011 -0.0002
H -6.3730 -3.5471 4.7449 0.031 -0.012 0.032 0.0010
H -4.8433 -5.0787 3.5493 -0.012 0.003 -0.023 -0.0003
H -3.0542 -4.1783 2.1234 0.047 0.013 0.028 0.0004
C 1.8196 -2.9854 -1.4735 -0.032 -0.051 0.043 0.0013
C 0.3726 -2.8094 -1.7685 0.138 0.071 -0.113 0.0149
N -0.3043 -1.6790 -1.6928 -0.047 0.219 0.319 0.1141
C -1.5970 -1.9543 -2.0913 -0.020 -0.163 -0.230 0.0077
C -1.6919 -3.2663 -2.4231 -0.166 0.172 0.117 0.0032
N -0.4384 -3.7929 -2.2099 -0.007 0.017 0.014 0.0067
H 2.3759 -2.1202 -1.8315 0.005 0.002 0.014 0.0002
H 2.2025 -3.8772 -1.9677 0.034 0.001 0.019 -0.0001
H 1.9982 -3.0767 -0.4002 -0.029 -0.026 -0.032 0.0011
H -2.3531 -1.1903 -2.1601 -0.015 -0.021 0.120 0.0002
H -2.5309 -3.8528 -2.7520 0.075 -0.036 -0.078 0.0006
H -0.1705 -4.7482 -2.3709 0.076 -0.008 -0.002 0.0009